The following is a DFT calculation (the ωB97M-V functional and the def2-TZVPD basis) of a 12-piece molecular cluster, H24O12 overall in a non-equilibrium geometry.

Each line ends with the natural charge from an NBO analysis.
Atoms and positions in Å:
1 O -0.350 0.160 0.463  -0.98
2 H 0.570 -0.021 0.392  0.49
3 H -0.890 -0.723 0.381  0.47
4 O -3.495 2.588 -1.737  -0.95
5 H -2.978 2.676 -0.931  0.47
6 H -3.798 3.450 -1.974  0.48
7 O 1.887 -1.097 -0.598  -0.95
8 H 1.303 -0.451 -0.996  0.47
9 H 1.481 -1.937 -0.839  0.48
10 O 1.002 -3.330 -2.400  -0.97
11 H 0.959 -3.939 -3.231  0.49
12 H 1.064 -2.438 -2.670  0.48
13 O -0.477 3.017 0.596  -0.96
14 H -0.813 2.165 0.299  0.47
15 H -0.108 2.819 1.469  0.48
16 O 2.776 -2.945 2.379  -0.92
17 H 3.734 -3.019 2.101  0.46
18 H 2.917 -2.036 2.686  0.46
19 O -0.574 -0.283 -1.987  -0.95
20 H -1.439 -0.691 -1.844  0.47
21 H -0.621 0.538 -1.528  0.49
22 O 3.345 0.903 -2.021  -0.95
23 H 4.255 0.820 -1.956  0.47
24 H 3.012 1.805 -1.743  0.48
25 O -4.498 -0.620 0.308  -0.92
26 H -3.753 -0.412 -0.193  0.45
27 H -5.243 -0.022 0.190  0.48
28 O 4.043 3.126 1.145  -0.93
29 H 3.659 2.265 1.283  0.47
30 H 4.860 3.008 0.828  0.46
31 O -0.540 0.493 2.782  -0.93
32 H -1.475 0.246 2.460  0.47
33 H -0.118 -0.350 2.641  0.46
34 O -3.598 -1.722 1.443  -0.89
35 H -3.058 -1.952 0.661  0.44
36 H -3.040 -2.088 2.141  0.43

total energy: -917.07626 hartree
energy relative to the best compared isomer or geometry (same formula, charge and spin): 654.0 kJ/mol
SMILES: O.O.O.O.O.O.O.O.O.O.O.O
HOMO level: -10.10 eV
gap between HOMO and LUMO: 9.78 eV

---

The following is a DFT calculation (the ωB97M-V functional and the def2-TZVPD basis) of one molecule with the formula C4H9NO.

Each line ends with the natural charge from an NBO analysis.
Atoms and positions in Å:
1 C 2.114 -0.461 -0.135  -0.60
2 C 1.220 0.748 0.154  -0.49
3 C -0.148 0.274 0.615  0.68
4 O -0.346 -0.124 1.752  -0.63
5 N -1.109 0.264 -0.355  -0.62
6 C -2.418 -0.313 -0.142  -0.42
7 H 1.640 -1.140 -0.853  0.20
8 H 3.075 -0.145 -0.549  0.21
9 H 2.297 -1.020 0.786  0.22
10 H 1.648 1.348 0.963  0.23
11 H 1.142 1.387 -0.736  0.20
12 H -0.860 0.573 -1.281  0.39
13 H -2.556 -1.222 -0.741  0.19
14 H -2.490 -0.570 0.917  0.24
15 H -3.209 0.402 -0.394  0.20

total energy: -287.82168 hartree
energy relative to the best compared isomer or geometry (same formula, charge and spin): 28.3 kJ/mol
SMILES: CCC(=O)NC
HOMO level: -9.62 eV
gap between HOMO and LUMO: 10.52 eV

---

The following is a DFT calculation (the ωB97M-V functional and the def2-TZVPD basis) of a 2-piece molecular cluster, C4H14N2O overall in a non-equilibrium geometry.

Each line ends with the natural charge from an NBO analysis.
Atoms and positions in Å:
1 C -0.092 -0.314 -3.368  -0.41
2 N 0.246 -0.122 -1.950  -0.65
3 C -0.884 -0.153 -1.013  -0.21
4 C -0.694 -1.203 0.091  -0.41
5 C 0.579 -0.980 0.887  -0.21
6 N 0.444 -1.313 2.303  -0.86
7 H 0.382 -1.216 -3.784  0.19
8 H -1.168 -0.407 -3.525  0.18
9 H 0.230 0.527 -3.971  0.19
10 H 0.717 0.774 -1.912  0.36
11 H -1.123 0.807 -0.540  0.18
12 H -1.762 -0.464 -1.593  0.18
13 H -0.799 -2.188 -0.338  0.20
14 H -1.524 -1.019 0.770  0.21
15 H 0.841 0.072 0.798  0.17
16 H 1.452 -1.491 0.461  0.18
17 H 0.658 -2.276 2.494  0.36
18 H 0.850 -0.650 2.936  0.36
19 O 0.140 3.495 2.592  -0.94
20 H 0.570 3.213 1.781  0.47
21 H 0.559 3.016 3.313  0.47

total energy: -345.51276 hartree
energy relative to the best compared isomer or geometry (same formula, charge and spin): 166.5 kJ/mol
SMILES: CNCCCN.O
HOMO level: -8.61 eV
gap between HOMO and LUMO: 9.20 eV

---

The following is a DFT calculation (the ωB97M-V functional and the def2-TZVPD basis) of an isolated ion of composition C5H7N and charge -1 in a non-equilibrium geometry.

Each line ends with the Löwdin spin population.
Atoms and positions in Å:
1 C 0.880 -1.386 1.066  0.04
2 C 0.140 -0.361 0.269  0.02
3 C -0.779 -0.511 -0.752  0.24
4 N -0.869 0.679 -1.421  0.07
5 C -0.372 1.682 -0.601  0.25
6 C 0.204 1.070 0.460  0.05
7 H 1.378 -2.154 0.425  0.01
8 H 1.807 -0.959 1.474  0.00
9 H 0.139 -1.787 1.782  0.01
10 H -1.228 -1.479 -0.941  0.07
11 H -1.494 0.979 -2.169  0.17
12 H -0.470 2.704 -0.912  0.07
13 H 0.664 1.522 1.319  0.01

2S+1: 2
total energy: -249.38886 hartree
energy relative to the best compared isomer or geometry (same formula, charge and spin): 30.3 kJ/mol
HOMO level (alpha / beta): 1.39 / -4.14 eV
gap between HOMO and LUMO (alpha / beta): 2.67 / 8.08 eV
charge: -1

---

The following is a DFT calculation (the ωB97M-V functional and the def2-TZVPD basis) of an isolated ion of composition C5H10NOS and charge +1 in a non-equilibrium geometry.

Each line ends with the natural charge from an NBO analysis.
Atoms and positions in Å:
1 C 0.035 -0.612 1.910  -0.41
2 N 0.369 0.000 0.573  -0.37
3 C 0.886 -1.137 -0.384  -0.34
4 C 0.703 -0.486 -1.790  0.56
5 O 1.358 -0.828 -2.673  -0.44
6 C -0.360 0.589 -1.799  -0.48
7 C -0.698 0.737 -0.036  -0.18
8 S -0.639 2.367 0.715  0.01
9 H 0.897 -1.134 2.234  0.24
10 H -0.321 0.307 2.522  0.25
11 H -0.803 -1.284 1.818  0.23
12 H 1.183 0.573 0.769  0.44
13 H 0.269 -2.082 -0.381  0.26
14 H 1.771 -1.582 -0.233  0.26
15 H 0.032 1.585 -2.204  0.28
16 H -1.155 0.199 -2.353  0.26
17 H -1.548 0.255 0.231  0.22
18 H -1.980 2.532 1.080  0.19

total energy: -724.36751 hartree
energy relative to the best compared isomer or geometry (same formula, charge and spin): 180.9 kJ/mol
SMILES: C[N@H+]1CC(=O)C[C@@H]1S
HOMO level: -13.83 eV
gap between HOMO and LUMO: 10.47 eV
charge: +1

---

The following is a DFT calculation (the ωB97M-V functional and the def2-TZVPD basis) of C18H19N5O2S3 as an isolated structure in a non-equilibrium geometry.

Each line ends with the natural charge from an NBO analysis.
Atoms and positions in Å:
1 C -2.764 -3.701 2.472  -0.37
2 N -3.383 -2.393 2.163  -0.28
3 C -4.376 -2.124 1.259  0.00
4 N -4.521 -0.681 1.246  -0.49
5 C -3.670 0.030 2.037  -0.01
6 C -2.734 -1.065 2.711  -0.15
7 H -1.856 -1.029 3.510  0.24
8 H -3.460 0.968 2.066  0.18
9 S -5.161 -3.142 0.335  0.42
10 C -4.529 -2.901 -1.228  -0.68
11 H -4.425 -3.982 -1.866  0.30
12 H -4.979 -2.110 -1.898  0.23
13 C -3.160 -2.376 -1.061  0.66
14 O -2.120 -3.455 -0.901  -0.75
15 N -2.867 -1.120 -1.202  -0.58
16 C -1.573 -0.473 -0.634  0.14
17 C -1.878 0.962 -0.436  -0.16
18 C -0.651 1.642 -0.102  -0.29
19 C 0.495 0.888 -0.087  0.12
20 C 0.768 -0.442 -0.106  -0.17
21 C -0.429 -1.037 -0.629  -0.24
22 H -0.149 -2.232 -0.640  0.30
23 H 1.705 -0.958 -0.037  0.25
24 N 1.704 1.775 0.493  -0.50
25 C 1.134 3.051 0.170  -0.29
26 S 2.066 4.367 0.876  0.35
27 C 3.629 3.763 1.424  -0.68
28 H 3.522 2.624 1.779  0.26
29 H 4.328 4.402 2.033  0.30
30 C 4.553 3.306 0.168  0.66
31 O 5.524 3.964 -0.345  -0.67
32 N 4.142 2.301 -0.640  -0.65
33 C 4.779 1.693 -1.759  -0.10
34 C 4.795 0.384 -1.957  -0.42
35 C 3.905 1.199 -2.770  -0.44
36 H 4.203 1.150 -3.926  0.22
37 H 2.760 1.108 -2.741  0.23
38 H 5.834 -0.254 -2.290  0.21
39 H 4.452 -0.412 -1.284  0.22
40 H 5.796 2.315 -2.055  0.26
41 H 3.295 1.684 -0.051  0.43
42 S -0.314 3.261 0.235  0.66
43 H -2.680 1.451 -0.681  0.21
44 H -3.655 -0.496 -1.074  0.42
45 H -3.488 -4.237 2.614  0.19
46 H -2.157 -3.632 3.219  0.20
47 H -2.413 -4.035 1.591  0.24

total energy: -2315.55296 hartree
energy relative to the best compared isomer or geometry (same formula, charge and spin): 1376.7 kJ/mol
HOMO level: -8.39 eV
gap between HOMO and LUMO: 7.70 eV

---

Number 4 is which compound?
C5H7N